Entry from the Open Molecules 2025 dataset: 2 unconnected molecules or ions with the total composition CHClO (ωB97M-V/def2-TZVPD).

XYZ file:
```
4
Properties=species:S:1:pos:R:3
C 1.522 0.011 -0.023
O 2.401 -0.058 -0.729
Cl -1.623 -0.048 -0.201
H -2.300 0.095 0.953
```

Computed properties:
- charge = 0
- E_LUMO (eV) = 0.774
- energy relative to the best compared isomer or geometry (same formula, charge and spin) (kJ/mol) = 12.1
- total energy (Eh) = -574.12519
- largest force on an atom (eV/Å) = 1.92